[1]
Formula: C2H25N2O9
Source: OMol25
Level of theory: ωB97M-V/def2-TZVPD

```
38
Properties=species:S:1:pos:R:3:forces:R:3:lowdin_charge:R:1
C 0.983 0.578 -2.936 -3.14 -1.43 -2.67 -0.08
N 1.546 -0.135 -1.799 3.40 1.46 2.03 -0.02
C 2.205 -1.282 -1.763 -2.46 1.00 -1.72 -0.13
N 2.850 -1.786 -0.674 -0.88 -1.59 -3.28 0.16
H 1.128 1.591 -2.786 0.84 1.97 0.15 0.05
H -0.157 0.503 -2.903 1.64 -0.11 0.29 0.07
H 1.115 0.356 -4.107 0.87 -0.25 2.89 0.15
H 1.900 0.523 -0.973 -1.50 -1.72 -1.52 0.16
H 1.936 -1.725 -2.837 1.56 -0.60 2.79 0.20
H 2.882 -1.359 0.221 -0.33 0.81 0.27 0.07
H 2.722 -2.799 -0.649 0.63 0.39 0.12 0.13
H 2.463 0.287 1.408 -1.11 -0.78 2.94 -0.05
H 2.352 1.590 0.572 -0.59 1.38 0.64 0.05
O 2.667 0.708 0.618 1.56 0.27 -3.55 -0.01
H 1.452 -0.569 3.475 1.47 -0.03 -0.44 0.11
H 3.040 -0.707 3.196 0.94 -0.10 1.25 0.06
O 2.187 -0.643 2.814 -2.39 -0.03 -0.43 -0.02
H -1.009 1.145 2.585 -0.61 0.27 2.47 0.05
H -1.728 2.006 3.582 -2.18 2.89 0.23 -0.02
O -1.177 1.287 3.584 2.86 -3.26 -2.49 -0.05
H -2.589 0.790 0.156 0.03 -0.70 -1.82 -0.01
H -3.158 1.720 1.102 0.78 -0.49 0.45 0.11
O -2.429 1.057 1.038 -0.96 1.45 1.48 -0.06
H -0.918 -1.089 -0.928 -0.23 -0.55 -1.74 0.06
H -1.539 -1.771 -2.320 -0.44 -1.26 0.13 0.05
O -1.203 -1.006 -1.892 0.40 1.67 1.71 -0.07
H -2.691 -1.768 2.762 -0.42 -0.19 -0.28 0.07
H -3.026 -2.227 1.291 -2.23 -1.30 -0.97 0.01
O -2.423 -1.811 1.840 2.72 1.30 1.15 -0.01
H -2.071 0.692 -1.826 -0.59 0.24 -0.55 0.02
H -3.238 1.729 -2.125 -2.25 -0.06 -1.48 0.03
O -2.435 1.593 -1.705 2.76 -0.37 1.64 -0.03
H -0.481 2.769 -0.820 0.11 -0.44 1.14 0.04
H -1.010 2.070 0.502 1.36 0.64 -1.03 0.01
O -0.175 2.429 0.055 -1.15 -0.27 -0.23 -0.11
H 0.251 -1.012 1.241 -0.04 -0.62 -0.75 0.07
H -0.488 -2.137 0.550 -1.41 -1.18 0.80 0.01
O 0.268 -1.598 0.451 1.00 1.60 0.39 -0.04
```
Positions in Å, forces in eV/Å.

Computed properties:
HOMO level: -13.63 eV
Charge: +1
Energy above the lowest of the compared OMol25 structures with the same formula, charge and spin: 382.4 kJ/mol


[2]
Formula: C2H26O12
Source: OMol25
Level of theory: ωB97M-V/def2-TZVPD

```
40
Properties=species:S:1:pos:R:3:forces:R:3:lowdin_charge:R:1
O 3.634 8.795 6.843 0.38 -0.73 0.52 -0.05
H 3.779 8.435 7.739 -0.05 0.44 -0.51 0.04
H 3.054 9.542 6.977 -0.21 0.29 0.05 0.03
O 7.834 6.220 10.841 0.24 0.12 1.18 -0.04
H 7.555 6.069 11.753 0.20 0.00 -0.10 0.07
H 7.080 5.947 10.335 -0.64 -0.46 -0.81 0.01
O 4.892 9.605 9.851 0.08 -0.57 -0.44 -0.06
H 5.659 9.069 9.568 -0.35 0.68 0.31 0.02
H 5.210 10.393 10.298 0.36 -0.15 0.01 0.03
O 6.352 11.639 6.913 0.28 0.04 -0.12 -0.04
H 6.442 10.763 6.512 0.05 -0.07 -0.24 0.01
H 5.886 11.473 7.731 -0.23 -0.03 0.26 0.02
O 9.320 7.909 9.539 0.46 -0.08 -0.14 -0.08
H 8.774 8.172 10.289 -0.01 -0.08 0.06 0.03
H 9.502 6.972 9.743 -0.23 0.60 -0.11 0.05
O 8.837 5.951 6.462 -0.39 0.40 -0.40 -0.02
H 8.743 5.323 7.173 0.00 -0.57 0.41 0.03
H 9.761 6.192 6.426 0.35 0.07 0.06 0.05
O 5.572 6.595 5.503 0.59 0.16 -0.34 -0.04
H 5.811 7.490 5.218 0.19 -0.21 -0.13 0.02
H 4.791 6.771 6.011 -0.81 0.08 0.40 0.00
O 6.970 7.554 7.934 0.45 0.66 0.30 -0.08
H 7.702 7.945 8.467 -0.31 -0.41 -0.08 0.03
H 7.476 7.064 7.268 0.02 -0.25 -0.32 -0.01
O 6.611 4.657 8.572 -0.15 0.32 -0.25 -0.05
H 5.944 4.096 8.162 0.09 -0.13 0.09 0.05
H 6.471 5.513 8.133 0.05 0.02 0.15 0.00
O 8.327 10.741 9.763 0.33 -0.30 0.00 -0.05
H 9.194 10.377 9.533 -0.14 -0.13 0.15 0.03
H 8.229 11.438 9.115 -0.26 0.32 -0.28 0.02
C 8.808 9.291 5.182 -0.12 1.45 1.25 -0.20
C 9.184 10.704 4.679 -0.50 -1.11 -0.75 -0.26
O 9.257 11.694 5.653 0.22 0.40 0.71 -0.06
O 7.385 9.204 5.461 0.70 0.07 -0.23 -0.09
H 9.366 9.163 6.126 -0.14 -0.20 -0.24 0.12
H 9.157 8.564 4.467 -0.27 -0.48 -0.38 0.11
H 8.443 10.968 3.900 0.42 -0.02 0.03 0.13
H 10.194 10.609 4.240 -0.47 0.21 0.04 0.12
H 8.387 11.984 5.954 -0.15 -0.25 -0.11 0.06
H 7.269 8.740 6.303 -0.03 -0.07 0.00 0.03
```
Positions in Å, forces in eV/Å.

Computed properties:
HOMO level: -9.97 eV
Charge: 0
SMILES: OCCO.O.O.O.O.O.O.O.O.O.O
Energy above the lowest of the compared OMol25 structures with the same formula, charge and spin: 0.0 kJ/mol


[3]
Formula: C2H2AgFO2
Source: OMol25
Level of theory: ωB97M-V/def2-TZVPD

```
8
Properties=species:S:1:pos:R:3:forces:R:3:lowdin_charge:R:1
H 0.884 -1.529 0.913 -0.64 0.46 1.92 0.19
O -0.413 0.401 1.049 0.26 0.06 1.33 -0.15
C -0.186 -0.787 0.702 1.33 -1.25 -4.25 -0.60
C 0.635 -1.011 -0.564 -4.23 3.00 -1.53 -0.24
O 1.029 0.024 -1.170 1.34 -1.61 0.63 -0.13
F -1.302 -1.661 0.641 1.00 0.15 0.83 -0.02
H 0.408 -1.937 -1.131 1.05 -0.07 0.77 0.14
Ag 0.267 2.066 -0.376 -0.10 -0.76 0.30 0.80
```
Positions in Å, forces in eV/Å.

Computed properties:
HOMO level: -8.40 eV
Charge: 0
Energy above the lowest of the compared OMol25 structures with the same formula, charge and spin: 109.9 kJ/mol


[4]
Formula: C2H2BaFLiO
Source: OMol25
Level of theory: ωB97M-V/def2-TZVPD

```
8
Properties=species:S:1:pos:R:3:forces:R:3:lowdin_charge:R:1
C 1.897 -0.115 -0.414 0.20 -0.17 -0.38 -0.08
F 1.633 -1.361 -0.479 0.18 0.02 -0.09 0.07
H 2.672 0.116 -1.169 0.09 -0.32 -0.05 0.06
C -2.102 0.870 0.080 0.39 0.44 0.56 -0.42
O -2.185 -0.099 -0.691 -0.38 -0.61 -0.14 -0.32
Ba 0.360 1.610 1.171 -0.46 0.51 0.42 1.80
Li -3.432 -1.411 -1.168 0.14 0.25 -0.08 0.88
H -3.083 1.305 0.394 -0.16 -0.12 -0.22 0.01
```
Positions in Å, forces in eV/Å.

Computed properties:
HOMO level: -15.04 eV
Charge: +2


[5]
Formula: C2H2BeO2
Source: OMol25
Level of theory: ωB97M-V/def2-TZVPD

```
7
Properties=species:S:1:pos:R:3:forces:R:3:lowdin_charge:R:1
H -1.994 0.537 0.329 1.42 -0.76 -1.35 0.05
C -1.280 0.324 -0.511 -0.28 0.65 -0.43 -0.07
C -0.516 0.276 -1.456 -1.20 0.74 0.83 -0.07
H 0.150 0.470 -2.280 -0.25 -0.50 0.42 0.00
O 0.389 -0.188 1.256 1.41 0.03 -0.95 -0.51
O 1.398 -0.960 2.059 1.18 0.13 -1.07 -0.48
Be 1.853 -0.460 0.604 -2.28 -0.29 2.55 0.08
```
Positions in Å, forces in eV/Å.

Computed properties:
Spin multiplicity: 2
HOMO level (alpha / beta): -1.81 / -2.74 eV
Charge: -1


[6]
Formula: C2H2BiO3
Source: OMol25
Level of theory: ωB97M-V/def2-TZVPD

```
8
Properties=species:S:1:pos:R:3:forces:R:3:lowdin_charge:R:1
O 0.367 1.563 0.590 0.37 0.25 -1.58 -0.23
C 0.333 0.681 -0.351 1.82 -0.70 -0.13 -0.05
Bi 0.104 0.704 2.358 -0.22 1.15 4.56 2.18
H 0.893 0.848 -1.279 -0.62 0.38 -0.07 0.19
O -0.378 -0.892 1.249 0.70 -1.64 0.31 -0.15
C -0.045 -0.686 0.047 -3.18 0.90 -3.79 -0.42
O -0.588 -1.416 -0.903 0.86 1.44 -0.07 0.26
H -0.686 -0.801 -1.711 0.26 -1.78 0.78 0.22
```
Positions in Å, forces in eV/Å.

Computed properties:
Spin multiplicity: 2
HOMO level (alpha / beta): -19.44 / -22.82 eV
Charge: +2
Energy above the lowest of the compared OMol25 structures with the same formula, charge and spin: 0.0 kJ/mol


charge of number 5 (C2H2BeO2)?
-1


The lowest charge belongs to which entry?
C2H2BeO2


Look up the charge of the first one.
+1